# 1
C22H53N4O2P | wB97M-V/def2-TZVPD

**DFT total energy**: -43012.7306 eV
**Orbital gap**: 8.63 eV
**HOMO**: -8.012 eV
**Multiplicity**: 1
**Structure (SMILES)**: CC(=O)N(C)[PH2](CCCCN)C[C@@H]1CO1.CCN(CC)CC.CCN(CC)CC

Cartesian coordinates (Å):
C1 -2.962 -2.450 0.032
C2 -3.857 -1.738 -0.996
O1 -4.168 -2.348 -1.978
N1 -4.306 -0.376 -0.870
C3 -4.808 -0.224 0.521
P1 -2.952 0.834 -1.038
C4 -2.644 0.456 -2.836
C5 -1.187 -0.041 -3.143
C6 -0.819 -1.347 -2.401
C7 0.564 -1.927 -2.775
N2 1.584 -1.582 -1.743
C8 -1.651 2.254 -1.020
C9 -0.366 1.765 -0.217
C10 -0.413 2.046 1.361
O2 0.426 2.785 0.366
H1 -2.495 -3.344 -0.412
H2 -2.184 -1.793 0.461
H3 -3.602 -2.824 0.855
H4 -4.012 -0.408 1.282
H5 -5.667 -0.891 0.715
H6 -5.171 0.805 0.706
H7 -3.937 1.834 -0.758
H8 -2.173 0.199 -0.015
H9 -3.399 -0.199 -3.300
H10 -2.725 1.428 -3.364
H11 -1.161 -0.219 -4.239
H12 -0.441 0.761 -2.971
H13 -0.855 -1.130 -1.315
H14 -1.584 -2.107 -2.652
H15 0.460 -3.036 -2.733
H16 0.906 -1.696 -3.796
H17 2.515 -1.803 -2.099
H18 1.467 -2.252 -0.982
H19 -1.288 2.562 -2.013
H20 -2.055 3.088 -0.420
H21 0.119 0.822 -0.555
H22 -0.002 1.074 1.654
H23 -1.463 2.343 1.382
C11 -3.072 -3.067 6.461
C12 -1.944 -2.761 5.485
N3 -2.270 -1.723 4.522
C13 -1.305 -1.623 3.439
C14 0.124 -1.195 3.791
C15 -2.719 -0.455 5.078
C16 -1.779 0.279 6.040
H24 -3.988 -3.337 5.931
H25 -2.791 -3.909 7.096
H26 -3.286 -2.223 7.119
H27 -1.729 -3.684 4.939
H28 -1.038 -2.520 6.060
H29 -1.697 -0.944 2.673
H30 -1.253 -2.600 2.947
H31 0.188 -0.127 3.995
H32 0.783 -1.393 2.940
H33 0.524 -1.742 4.644
H34 -3.666 -0.628 5.597
H35 -2.983 0.219 4.258
H36 -1.315 -0.391 6.765
H37 -2.341 1.028 6.602
H38 -0.990 0.811 5.508
C17 3.012 1.419 -1.488
C18 4.361 1.992 -1.896
N4 5.069 1.175 -2.869
C19 6.455 1.577 -3.058
C20 6.725 2.962 -3.653
C21 4.338 0.863 -4.087
C22 3.837 2.031 -4.943
H39 3.115 0.405 -1.105
H40 2.574 2.033 -0.698
H41 2.303 1.407 -2.318
H42 4.972 2.061 -0.992
H43 4.214 3.022 -2.252
H44 6.964 0.825 -3.669
H45 6.951 1.526 -2.082
H46 6.535 2.986 -4.726
H47 7.778 3.220 -3.513
H48 6.135 3.744 -3.173
H49 3.473 0.249 -3.816
H50 4.949 0.204 -4.710
H51 3.395 2.829 -4.345
H52 3.067 1.678 -5.634
H53 4.634 2.458 -5.552

Here are the Mulliken charges for atoms 1 to 5, given in e: -0.62, 0.29, -0.55, -0.17, -0.94



# 2
C23H41CoN2OP3 | wB97M-V/def2-TZVPD

**DFT total energy**: -95004.0458 eV
**Orbital gap (alpha / beta)**: 6.67 / 3.69 eV
**ΔE to the lowest compared entry with this formula, charge and spin**: 114.7 kJ/mol
**HOMO (alpha / beta)**: -16.145 / -16.950 eV
**Total charge**: +3
**Multiplicity**: 5

Cartesian coordinates (Å):
Co1 -0.645 -1.604 -0.197
P1 -1.754 -0.376 1.008
P2 1.092 -1.989 0.886
P3 -1.722 -1.462 -1.974
H1 1.043 3.242 0.260
C1 0.392 3.270 -0.610
C2 -0.674 4.021 -0.861
H2 -1.064 4.837 -0.259
C3 -1.077 0.720 2.277
C4 -2.513 -1.727 1.993
C5 -3.228 0.606 0.564
C6 2.753 -1.338 0.484
C7 1.137 -1.617 2.690
C8 1.088 -3.812 0.920
C9 -2.579 0.098 -2.517
C10 -3.168 -2.516 -1.563
C11 -1.253 -2.110 -3.615
H3 0.577 2.426 -1.284
H4 -1.231 3.789 -1.764
H5 -0.470 1.510 1.828
H6 -0.467 0.180 3.002
H7 -1.925 1.144 2.822
H8 -1.744 -2.300 2.525
H9 -3.081 -2.406 1.344
H10 -3.180 -1.225 2.698
H11 -2.940 1.448 -0.078
H12 -3.632 0.993 1.506
H13 -4.010 0.009 0.073
H14 3.381 -2.208 0.236
H15 3.163 -0.756 1.325
H16 2.688 -0.680 -0.396
H17 1.928 -2.192 3.186
H18 0.179 -1.821 3.179
H19 1.367 -0.549 2.776
H20 2.015 -4.157 1.383
H21 0.985 -4.197 -0.100
H22 0.227 -4.175 1.490
H23 -2.798 0.051 -3.594
H24 -1.947 0.978 -2.319
H25 -3.524 0.233 -1.976
H26 -3.575 -2.882 -2.507
H27 -3.941 -1.972 -1.010
H28 -2.848 -3.373 -0.963
H29 -2.176 -2.454 -4.114
H30 -0.538 -2.937 -3.530
H31 -0.762 -1.312 -4.193
C12 2.105 -1.058 -3.099
C13 3.195 -1.926 -2.762
C14 4.084 -2.332 -3.749
C15 3.848 -2.028 -5.095
C16 2.690 -1.334 -5.461
C17 1.819 -0.865 -4.492
O1 1.440 -0.391 -2.192
H32 0.354 -1.352 -1.126
H33 3.380 -2.133 -1.714
H34 4.995 -2.847 -3.430
H35 4.602 -2.283 -5.849
H36 2.486 -1.097 -6.502
H37 0.956 -0.244 -4.733
N1 -0.927 5.704 6.929
C18 -0.469 5.249 5.948
C19 0.078 4.626 4.773
C20 -0.184 5.127 3.490
C21 0.328 4.407 2.393
N2 1.009 3.270 2.541
C22 1.319 2.832 3.763
C23 0.849 3.464 4.916
H38 -0.729 6.043 3.297
H39 0.183 4.752 1.371
H40 1.961 1.947 3.849
H41 1.079 3.061 5.906

Here are the Mulliken charges for atoms 1 to 5, given in e: -1.41, 1.37, 1.35, 0.85, 0.37



# 3
C27H18N6O9PbS | wB97M-V/def2-TZVPD

**DFT total energy**: -71740.6978 eV
**Orbital gap**: 7.22 eV
**ΔE to the lowest compared entry with this formula, charge and spin**: 0.0 kJ/mol
**HOMO**: -3.058 eV
**Total charge**: -2
**Multiplicity**: 1

Cartesian coordinates (Å):
Pb1 0.066 0.902 -0.403
O1 1.759 4.895 -0.653
C1 0.873 4.073 -0.445
O2 0.730 2.972 -1.093
C2 -0.203 4.427 0.580
C3 -0.481 5.766 0.692
C4 -1.481 6.241 1.545
C5 -2.197 5.360 2.335
C6 -1.896 4.023 2.274
C7 -0.915 3.457 1.384
O3 -0.721 2.208 1.349
N1 -2.639 3.165 3.195
O4 -3.812 3.451 3.408
O5 -2.057 2.250 3.733
N2 -1.765 7.649 1.623
O6 -1.144 8.413 0.897
O7 -2.632 8.031 2.402
H1 0.101 6.458 0.102
H2 -2.971 5.711 3.001
N3 -2.769 -3.611 -6.433
C8 -2.697 -3.447 -5.030
C9 -2.795 -2.176 -4.466
C10 -2.756 -2.020 -3.091
C11 -2.622 -3.129 -2.267
C12 -2.525 -4.393 -2.820
C13 -2.571 -4.553 -4.197
S1 -2.537 -2.876 -0.505
O8 -3.552 -1.892 -0.210
O9 -2.687 -4.178 0.107
N4 -1.127 -2.176 -0.258
C14 0.016 -2.779 -0.619
N5 0.058 -4.036 -1.133
C15 1.251 -4.544 -1.376
C16 2.441 -3.872 -1.145
C17 2.299 -2.564 -0.699
N6 1.129 -2.008 -0.467
H3 -2.444 -2.794 -6.930
H4 -2.263 -4.425 -6.750
H5 -2.897 -1.309 -5.110
H6 -2.825 -1.037 -2.643
H7 -2.397 -5.237 -2.155
H8 -2.496 -5.544 -4.634
H9 1.259 -5.554 -1.784
H10 3.407 -4.321 -1.326
H11 3.165 -1.927 -0.530
C18 2.605 -1.796 4.142
C19 1.344 -1.712 3.510
C20 1.167 -0.878 2.444
C21 2.226 -0.077 1.941
C22 2.036 0.792 0.822
C23 3.107 1.545 0.406
C24 4.369 1.468 1.047
C25 4.560 0.629 2.105
C26 3.488 -0.165 2.584
C27 3.648 -1.041 3.689
H12 2.740 -2.461 4.988
H13 0.518 -2.312 3.868
H14 0.199 -0.834 1.957
H15 2.987 2.240 -0.419
H16 5.186 2.085 0.689
H17 5.524 0.563 2.600
H18 4.620 -1.097 4.171

Here are the Mulliken charges for atoms 1 to 5, given in e: 0.93, -0.70, 0.21, -0.77, 0.78



# 4
C5H8O | wB97M-V/def2-TZVPD

**DFT total energy**: -7360.3488 eV
**Orbital gap**: 10.48 eV
**ΔE to the lowest compared entry with this formula, charge and spin**: 183.9 kJ/mol
**HOMO**: -9.607 eV
**Multiplicity**: 1
**Structure (SMILES)**: CC#C[C@@H](C)O

Cartesian coordinates (Å):
C1 2.818 -0.154 0.159
C2 1.392 -0.028 -0.080
C3 0.213 0.157 -0.217
C4 -1.217 0.451 -0.301
C5 -2.039 -0.814 -0.136
O1 -1.605 1.350 0.727
H1 3.203 -1.144 -0.088
H2 2.966 0.007 1.232
H3 3.363 0.564 -0.464
H4 -1.411 0.894 -1.291
H5 -1.809 -1.281 0.826
H6 -3.100 -0.556 -0.165
H7 -1.808 -1.523 -0.936
H8 -0.966 2.075 0.733

Here are the Mulliken charges for atoms 1 to 5, given in e: -1.28, 0.87, -0.47, 0.25, -1.23



# 5
C22H20ClNOPPdS | wB97M-V/def2-TZVPD

**DFT total energy**: -62767.6067 eV
**Orbital gap (alpha / beta)**: 7.82 / 3.21 eV
**ΔE to the lowest compared entry with this formula, charge and spin**: 25.4 kJ/mol
**HOMO (alpha / beta)**: -17.292 / -17.489 eV
**Total charge**: +3
**Multiplicity**: 5

Cartesian coordinates (Å):
Pd1 -0.211 -0.642 1.978
Cl1 1.343 -2.431 2.516
C1 -0.382 1.282 2.260
O1 -0.286 2.397 2.560
P1 -0.078 -0.071 -0.251
C2 -1.592 -0.328 -1.251
C3 0.442 1.600 -0.826
C4 1.234 -1.114 -0.985
C5 1.679 1.839 -1.453
C6 1.982 3.101 -1.974
C7 1.068 4.151 -1.861
C8 -0.150 3.936 -1.205
C9 -0.454 2.676 -0.681
H1 2.397 1.029 -1.574
H2 2.928 3.259 -2.490
H3 1.290 5.134 -2.283
H4 -0.883 4.739 -1.109
H5 -1.422 2.521 -0.197
C10 -2.562 -1.240 -0.791
C11 -3.759 -1.409 -1.481
C12 -3.972 -0.746 -2.693
C13 -2.992 0.118 -3.199
C14 -1.809 0.328 -2.482
H6 -2.384 -1.849 0.101
H7 -4.524 -2.083 -1.079
H8 -4.904 -0.903 -3.236
H9 -3.160 0.626 -4.149
H10 -1.054 1.000 -2.896
C15 1.056 -1.811 -2.191
C16 2.094 -2.607 -2.684
C17 3.289 -2.739 -1.972
C18 3.463 -2.054 -0.764
C19 2.455 -1.214 -0.291
H11 0.112 -1.757 -2.740
H12 1.953 -3.151 -3.620
H13 4.077 -3.397 -2.345
H14 4.373 -2.195 -0.172
H15 2.576 -0.706 0.669
H16 -1.849 -1.045 1.701
H17 -1.780 -1.002 2.585
S1 -0.971 -0.201 6.580
C20 0.744 -0.246 6.229
C21 0.976 -0.468 4.893
N1 -0.201 -0.579 4.156
C22 -1.308 -0.477 4.890
H18 1.537 -0.121 6.954
H19 1.927 -0.625 4.386
H20 -2.310 -0.524 4.465

Here are the Mulliken charges for atoms 1 to 5, given in e: -0.85, -0.14, 0.56, -0.17, 2.21



# 6
C17H18N6O2 | wB97M-V/def2-TZVPD

**DFT total energy**: -30951.5779 eV
**Orbital gap**: 5.69 eV
**ΔE to the lowest compared entry with this formula, charge and spin**: 685.7 kJ/mol
**HOMO**: -7.177 eV
**Multiplicity**: 1
**Structure (SMILES)**: O=[N+]([O-])c1ccc2nnnn2c1.C(=C\N1CCCC1)/c1ccccc1

Cartesian coordinates (Å):
O1 -4.242 -2.662 1.018
N1 -4.702 -2.898 2.169
O2 -5.892 -2.672 2.479
C1 -3.810 -3.453 3.136
C2 -4.254 -3.741 4.464
C3 -3.413 -4.344 5.365
C4 -2.105 -4.702 4.954
N2 -1.069 -5.341 5.537
N3 -0.070 -5.376 4.603
N4 -0.428 -4.802 3.478
N5 -1.715 -4.369 3.658
C5 -2.510 -3.728 2.748
H1 -5.277 -3.466 4.709
H2 -3.682 -4.592 6.389
H3 -2.108 -3.578 1.756
C6 -1.157 -1.405 1.263
C7 -0.079 -1.875 0.541
N6 -0.183 -2.609 -0.572
C8 0.988 -3.087 -1.288
C9 0.444 -3.862 -2.492
C10 -1.090 -3.810 -2.413
C11 -1.451 -2.907 -1.217
C12 -1.029 -0.583 2.448
C13 -2.042 0.346 2.801
C14 -1.910 1.132 3.941
C15 -0.789 0.985 4.772
C16 0.213 0.062 4.442
C17 0.104 -0.704 3.287
H4 -2.167 -1.619 0.896
H5 0.949 -1.657 0.859
H6 1.628 -2.241 -1.581
H7 1.585 -3.734 -0.629
H8 0.809 -3.402 -3.412
H9 0.803 -4.892 -2.446
H10 -1.529 -3.405 -3.327
H11 -1.497 -4.812 -2.252
H12 -2.160 -3.403 -0.538
H13 -1.957 -1.989 -1.566
H14 -2.908 0.446 2.138
H15 -2.677 1.872 4.182
H16 -0.699 1.578 5.682
H17 1.093 -0.056 5.075
H18 0.874 -1.426 3.004

Here are the Mulliken charges for atoms 1 to 5, given in e: -0.57, 1.03, -0.61, -0.04, -0.42